Formula: C11H19N3O6PZn
Source: OMol25
Level of theory: ωB97M-V/def2-TZVPD

XYZ file:
```
41
C11H19N3O6PZn ωB97M-V/def2-TZVPD
O 0.111 0.666 -2.852
C -0.068 1.086 -1.796
Zn -0.484 1.640 -0.165
C -0.407 0.861 1.771
O -0.394 1.125 2.899
C 0.056 -2.148 -2.204
O 0.034 -3.006 -1.406
C 2.078 0.840 -0.180
O 3.227 0.687 -0.295
C -2.604 0.835 -0.512
O -3.726 0.657 -0.557
H 0.270 -2.239 -3.228
C -3.528 -2.676 1.747
N -2.841 -2.013 2.863
C -3.420 -0.694 3.146
P -1.167 -2.123 2.883
O -0.363 -1.419 1.821
N -0.879 -1.553 4.424
C 0.472 -1.118 4.803
C -1.677 -1.987 5.567
N -0.984 -3.778 2.757
C -1.699 -4.677 3.665
C 0.304 -4.315 2.311
H -3.564 -2.040 0.846
H -4.558 -2.891 2.056
H -3.029 -3.619 1.502
H -4.443 -0.847 3.507
H -2.846 -0.179 3.922
H -3.461 -0.061 2.248
H 1.062 -0.844 3.917
H 0.391 -0.241 5.464
H 1.001 -1.920 5.351
H -1.731 -1.155 6.283
H -2.694 -2.244 5.267
H -1.220 -2.843 6.083
H -1.727 -5.670 3.193
H -1.191 -4.780 4.636
H -2.728 -4.343 3.825
H 0.680 -3.736 1.455
H 1.054 -4.302 3.124
H 0.150 -5.357 1.996
```

As for the maximum force: 7.06 eV/Å. The total charge is +1. The HOMO-LUMO gap (spin up / spin down) is 6.2 / 6.7 eV. For the highest occupied orbital energy (spin up / spin down), the calculation gives -11.2 / -10.9 eV. The energy relative to the best compared isomer or geometry (same formula, charge and spin) is 48.76 kcal per mole. Its spin multiplicity is 1.